No. 1
ORCA calculation (the ωB97M-V functional and the def2-TZVPD basis) on a cluster of 9 separate species, C28H46Br4O19 in total in a non-equilibrium geometry.

As for the net charge: -1. The value obtained for the largest force on an atom is 5.4 eV/Å. The calculation puts the HOMO-LUMO gap (spin up / spin down) at 0.1022 / 0.3238 Eh. As for the multiplicity: 2.

Each atom is followed by the atoms it is bonded to, with distances in Å.
Atoms and positions in Å:
1 Br 2.5253 -0.9806 -0.7611  C39 1.991
2 Br -1.2055 0.5973 1.6485  C50 1.965
3 Br -0.1750 3.7161 -1.4964  C25 1.991
4 Br -4.6174 3.2106 -2.5728  C31 2.013
5 O 6.2934 3.3334 -1.3237  C48 1.250
6 O -3.6580 -3.0546 4.2710  C28 1.479, C37 1.374
7 O -1.2337 -0.6623 -2.9734  C26 1.365, C43 1.375
8 O 8.8116 -3.1605 -1.2714  C41 1.471, C47 1.341
9 O -0.6561 -3.0097 -0.2672  C42 1.416, C49 1.336
10 O -2.3012 -2.5035 1.3542  C49 1.256
11 O -5.9029 4.6686 5.0509  C46 1.239
12 O -1.9737 -4.4647 0.4808  C29 1.390, C49 1.253
13 O -3.1891 0.0027 -4.1116  C43 1.259
14 O 4.6605 4.2135 0.0920  C36 1.441, C48 1.347
15 O -1.1896 -0.3468 -5.1542  C43 1.329, C51 1.453
16 O 9.2934 -4.6399 -2.9543  C47 1.230
17 O -1.6096 -2.2654 5.3111  C28 1.226
18 O -3.8892 4.6845 3.8770  C38 1.379, C46 1.396
19 O -3.1051 -0.8287 4.3868  C28 1.348, C32 1.438
20 O -0.1998 0.0523 4.7910  H62 0.957, H67 0.957
21 O 7.4994 -3.1899 -3.0592  C33 1.360, C47 1.379
22 O -5.3082 2.9238 3.7177  C45 1.367, C46 1.367
23 O 4.2085 4.1615 -2.0443  C34 1.410, C48 1.391
24 C -5.9617 -2.7349 4.0241  C37 1.545, H60 1.090, H69 1.090, H93 1.090
25 C -2.1210 3.3020 -1.5759  Br3 1.991, C31 1.461, H61 1.090, H84 1.090
26 C 0.0426 -0.9837 -3.3349  O7 1.365, C51 1.532, H68 1.090, H88 1.090
27 C 0.8269 0.8432 -4.8242  C51 1.448, H76 1.090, H77 1.090, H90 1.090
28 C -2.6555 -2.0584 4.7061  O6 1.479, O17 1.226, O19 1.348
29 C -1.0983 -5.2309 -0.2799  O12 1.390, C42 1.480, H83 1.090, H89 1.090
30 C 2.5052 4.6164 1.1915  C36 1.521, H78 1.090, H86 1.090, H92 1.090
31 C -2.6730 3.6251 -2.8895  Br4 2.013, C25 1.461, H71 1.090, H80 1.090
32 C -4.1193 -0.9519 3.3749  O19 1.438, C37 1.538, H57 1.090, H73 1.090
33 C 6.8572 -2.2914 -2.2654  O21 1.360, C41 1.499, C44 1.495, H94 1.090
34 C 2.9845 4.2802 -1.3538  O23 1.410, C36 1.440, H65 1.090, H97 1.090
35 C -4.7085 2.1690 1.5075  C45 1.510, H55 1.090, H59 1.090, H75 1.090
36 C 3.2420 3.9703 0.0288  O14 1.441, C30 1.521, C34 1.440, H58 1.090
37 C -4.5615 -2.4230 3.4506  O6 1.374, C24 1.545, C32 1.538, H66 1.090
38 C -3.4151 3.8797 2.8630  O18 1.379, C45 1.604, H74 1.090, H95 1.090
39 C 1.2955 -0.3058 0.6517  Br1 1.991, C50 1.463, H53 1.090, H64 1.090
40 C 1.1784 -4.3961 -0.6132  C42 1.475, H79 1.090, H85 1.090, H96 1.090
41 C 7.8261 -2.0767 -1.1416  O8 1.471, C33 1.499, H54 1.090, H81 1.090
42 C -0.2513 -4.1995 -0.9194  O9 1.416, C29 1.480, C40 1.475, H82 1.090
43 C -1.9737 -0.3224 -4.0819  O7 1.375, O13 1.259, O15 1.329
44 C 5.5753 -2.9210 -1.8243  C33 1.495, H56 1.090, H72 1.090, H91 1.090
45 C -4.2787 2.5293 2.9100  O22 1.367, C35 1.510, C38 1.604, H52 1.090
46 C -5.0310 4.0752 4.4003  O11 1.239, O18 1.396, O22 1.367
47 C 8.5833 -3.7765 -2.4400  O8 1.341, O16 1.230, O21 1.379
48 C 5.1843 3.8639 -1.0989  O5 1.250, O14 1.347, O23 1.391
49 C -1.6520 -3.2581 0.5885  O9 1.336, O10 1.256, O12 1.253
50 C -0.0404 0.0408 0.1671  Br2 1.965, C39 1.463, H70 1.090, H87 1.090
51 C 0.2057 -0.4632 -4.7669  O15 1.453, C26 1.532, C27 1.448, H63 1.090
52 H -3.8347 1.6931 3.4501  C45 1.090
53 H 1.7674 0.5797 1.0775  C39 1.090
54 H 7.3294 -2.1426 -0.1736  C41 1.090
55 H -5.5102 1.4338 1.5775  C35 1.090
56 H 4.9706 -2.3184 -1.1467  C44 1.090
57 H -3.6454 -0.9257 2.3937  C32 1.090
58 H 3.2088 2.8870 0.1448  C36 1.090
59 H -5.1640 3.0466 1.0489  C35 1.090
60 H -6.0723 -3.7937 4.2583  C24 1.090
61 H -2.6539 3.7358 -0.7297  C25 1.090
62 H -0.1181 -0.0092 3.8393  O20 0.957
63 H 0.8659 -1.0760 -5.3807  C51 1.090
64 H 1.2474 -1.1302 1.3631  C39 1.090
65 H 2.2458 3.6359 -1.8307  C34 1.090
66 H -4.6005 -2.9237 2.4832  C37 1.090
67 H -0.7912 -0.6622 5.0277  O20 0.957
68 H 0.7913 -0.5455 -2.6750  C26 1.090
69 H -6.8218 -2.5472 3.3814  C24 1.090
70 H -0.5546 -0.7335 -0.4022  C50 1.090
71 H -2.3241 2.9927 -3.7059  C31 1.090
72 H 4.9793 -3.2158 -2.6880  C44 1.090
73 H -5.0108 -0.3656 3.5975  C32 1.090
74 H -3.5018 4.2711 1.8494  C38 1.090
75 H -3.8673 1.6875 1.0089  C35 1.090
76 H 0.3355 1.5877 -4.1978  C27 1.090
77 H 0.8665 1.1799 -5.8602  C27 1.090
78 H 3.1513 4.9740 1.9932  C30 1.090
79 H 1.6432 -3.6621 -1.2714  C40 1.090
80 H -2.6188 4.6982 -3.0726  C31 1.090
81 H 8.2392 -1.0810 -1.3032  C41 1.090
82 H -0.4408 -4.1022 -1.9884  C42 1.090
83 H -0.5946 -5.8785 0.4377  C29 1.090
84 H -2.1087 2.2158 -1.4859  C25 1.090
85 H 1.5608 -4.1274 0.3715  C40 1.090
86 H 1.8261 5.4147 0.8924  C30 1.090
87 H -0.0918 0.8899 -0.5144  C50 1.090
88 H 0.3156 -2.0382 -3.2947  C26 1.090
89 H -1.7501 -5.8615 -0.8844  C29 1.090
90 H 1.8715 0.7910 -4.5172  C27 1.090
91 H 5.7821 -3.8211 -1.2454  C44 1.090
92 H 1.8168 3.9937 1.7629  C30 1.090
93 H -6.1346 -2.2292 4.9741  C24 1.090
94 H 6.6384 -1.3213 -2.7118  C33 1.090
95 H -2.3908 3.5348 3.0044  C38 1.090
96 H 1.6768 -5.3003 -0.9629  C40 1.090
97 H 2.6267 5.3097 -1.3405  C34 1.090

Atomic partial charges in e from the Mulliken method, atoms 1 to 6: Br -0.696; Br -0.280; Br -0.149; Br -0.191; O -0.571; O -0.403



No. 2
ORCA calculation (the ωB97M-V functional and the def2-TZVPD basis) on a cluster of 9 separate species, C28H46Br8O15 in total in a non-equilibrium geometry.

The value obtained for the largest force on an atom is 6.1 eV/Å. The calculation puts the HOMO-LUMO gap at 0.3645 Eh. For the relative energy (zero: lowest compared OMol25 entry of this formula, charge and spin), the calculation gives 118.2 kcal/mol. As for the SMILES: C[C@H]1COC(=O)O1.C[C@H]1COC(=O)O1.C[C@H]1COC(=O)O1.C[C@H]1COC(=O)O1.C[C@H]1COC(=O)O1.BrCCBr.BrCCBr.BrCCBr.BrCCBr.

Each atom is followed by the atoms it is bonded to, with distances in Å.
Atoms and positions in Å:
1 Br 10.1512 22.9576 22.9393  C37 2.015
2 Br 20.6848 30.8540 22.6818  C39 2.059
3 Br 13.7442 31.2688 26.4757  C26 1.928
4 Br 9.8717 37.1942 34.0405  C25 1.928
5 Br 10.6500 29.9813 27.4722  C35 2.005
6 Br 14.3688 25.1075 23.4373  C34 1.936
7 Br 13.0174 33.9351 34.3221  C44 1.982
8 Br 19.9099 33.3189 26.6108  C30 1.963
9 O 17.3676 27.9656 32.6572  C31 1.415, C50 1.355
10 O 11.1264 38.0184 22.1086  C29 1.338, C49 1.442
11 O 13.6855 24.6119 37.6971  C40 1.199
12 O 5.6753 33.6880 23.7607  C24 1.340, C27 1.354
13 O 6.4318 23.9096 28.6245  C47 1.367, C51 1.300
14 O 3.6798 32.9205 24.5414  C24 1.399, C33 1.463
15 O 4.6705 24.1973 29.8407  C38 1.350, C51 1.336
16 O 19.3386 27.6143 31.5928  C31 1.312, C42 1.419
17 O 12.3819 26.4166 37.0212  C28 1.412, C40 1.319
18 O 11.6647 24.3500 36.7895  C40 1.408, C46 1.389
19 O 6.6294 23.4392 30.8186  C51 1.258
20 O 3.7291 34.8405 23.3003  C24 1.236
21 O 17.4471 27.1266 30.5023  C31 1.215
22 O 12.8891 36.6994 21.4569  C29 1.236
23 O 12.2914 36.9303 23.6930  C29 1.405, C41 1.394
24 C 4.3518 33.8928 23.7929  O12 1.340, O14 1.399, O20 1.236
25 C 10.9666 35.8374 34.8633  Br4 1.928, C44 1.547, H63 1.090, H71 1.090
26 C 12.9163 31.8133 28.1295  Br3 1.928, C35 1.562, H56 1.090, H69 1.090
27 C 5.9981 32.5551 24.4283  O12 1.354, C33 1.537, H66 1.090, H78 1.090
28 C 11.0497 26.6025 36.5931  O17 1.412, C43 1.478, C46 1.583, H83 1.090
29 C 12.1224 37.1494 22.3152  O10 1.338, O22 1.236, O23 1.405
30 C 20.6333 32.9319 24.8272  Br8 1.963, C39 1.573, H68 1.090, H86 1.090
31 C 18.0336 27.5244 31.4895  O9 1.415, O16 1.312, O21 1.215
32 C 3.1915 25.3308 28.4342  C38 1.484, H84 1.090, H88 1.090, H93 1.090
33 C 4.6886 31.9452 24.9542  O14 1.463, C27 1.537, C48 1.578, H73 1.090
34 C 12.4890 24.6815 23.2535  Br6 1.936, C37 1.556, H92 1.090, H97 1.090
35 C 12.0936 30.6180 28.7090  Br5 2.005, C26 1.562, H61 1.090, H79 1.090
36 C 11.9001 38.4742 25.5095  C41 1.601, H65 1.090, H85 1.090, H90 1.090
37 C 12.1304 23.1671 23.2567  Br1 2.015, C34 1.556, H60 1.090, H87 1.090
38 C 4.2361 24.2851 28.5659  O15 1.350, C32 1.484, C47 1.527, H76 1.090
39 C 20.4443 31.3798 24.6577  Br2 2.059, C30 1.573, H53 1.090, H81 1.090
40 C 12.7153 25.1621 37.2576  O11 1.199, O17 1.319, O18 1.408
41 C 11.2476 37.4908 24.4280  O23 1.394, C36 1.601, C49 1.555, H91 1.090
42 C 19.6895 27.8662 32.9444  O16 1.419, C45 1.503, C50 1.581, H77 1.090
43 C 11.0626 27.7892 35.7129  C28 1.478, H52 1.090, H64 1.090, H70 1.090
44 C 11.4760 34.9960 33.6689  Br7 1.982, C25 1.547, H74 1.090, H96 1.090
45 C 20.8319 28.8173 32.7245  C42 1.503, H62 1.090, H72 1.090, H95 1.090
46 C 10.7478 25.1299 36.0965  O18 1.389, C28 1.583, H75 1.090, H80 1.090
47 C 5.5158 24.4095 27.7418  O13 1.367, C38 1.527, H59 1.090, H82 1.090
48 C 4.5482 30.4299 24.5366  C33 1.578, H54 1.090, H57 1.090, H94 1.090
49 C 10.4571 38.2936 23.3563  O10 1.442, C41 1.555, H67 1.090, H89 1.090
50 C 18.3175 28.3976 33.5221  O9 1.355, C42 1.581, H55 1.090, H58 1.090
51 C 5.9509 23.8174 29.8289  O13 1.300, O15 1.336, O19 1.258
52 H 11.7352 27.5817 34.8807  C43 1.090
53 H 19.3941 31.1300 24.8089  C39 1.090
54 H 5.3623 29.8209 24.9298  C48 1.090
55 H 18.2470 28.0438 34.5506  C50 1.090
56 H 13.6880 32.2777 28.7435  C26 1.090
57 H 3.5509 30.0832 24.8072  C48 1.090
58 H 18.3756 29.4860 33.5063  C50 1.090
59 H 5.7725 25.4030 27.3740  C47 1.090
60 H 12.4171 22.7262 24.2114  C37 1.090
61 H 12.6497 29.7800 29.1293  C35 1.090
62 H 20.6618 29.7854 32.2535  C45 1.090
63 H 10.3489 35.2047 35.5007  C25 1.090
64 H 11.4269 28.7173 36.1535  C43 1.090
65 H 11.3782 38.3857 26.4624  C36 1.090
66 H 6.5249 31.7778 23.8747  C27 1.090
67 H 10.5526 39.3727 23.4772  C49 1.090
68 H 21.6393 33.2838 24.5986  C30 1.090
69 H 12.3173 32.6923 27.8915  C26 1.090
70 H 10.0825 27.9790 35.2754  C43 1.090
71 H 11.7149 36.2167 35.5592  C25 1.090
72 H 21.4675 28.2011 32.0886  C45 1.090
73 H 4.7331 32.0083 26.0415  C33 1.090
74 H 11.7471 35.6859 32.8698  C44 1.090
75 H 9.7445 25.0781 36.5193  C46 1.090
76 H 3.7184 23.3448 28.3760  C38 1.090
77 H 19.9191 26.8747 33.3346  C42 1.090
78 H 6.6103 32.9262 25.2502  C27 1.090
79 H 11.6274 31.2318 29.4797  C35 1.090
80 H 10.8220 25.0063 35.0161  C46 1.090
81 H 21.1385 30.7445 25.2077  C39 1.090
82 H 5.4728 23.7647 26.8641  C47 1.090
83 H 10.3955 26.7610 37.4504  C28 1.090
84 H 2.4896 25.2567 27.6036  C32 1.090
85 H 12.1763 39.4559 25.1245  C36 1.090
86 H 19.9184 33.2667 24.0756  C30 1.090
87 H 12.5684 22.5958 22.4382  C37 1.090
88 H 3.8001 26.2287 28.3270  C32 1.090
89 H 9.3888 38.1190 23.4838  C49 1.090
90 H 12.8842 38.0835 25.7683  C36 1.090
91 H 10.5801 36.7595 24.8840  C41 1.090
92 H 12.1585 25.3179 22.4327  C34 1.090
93 H 2.7129 25.5568 29.3871  C32 1.090
94 H 4.6041 30.4505 23.4482  C48 1.090
95 H 21.4051 29.0808 33.6134  C45 1.090
96 H 10.6811 34.3175 33.3595  C44 1.090
97 H 11.9147 25.1678 24.0421  C34 1.090

Atomic partial charges in e from the Mulliken method, atoms 1 to 6: Br -0.168; Br -0.184; Br -0.127; Br -0.155; Br -0.114; Br -0.137